--- w ---
# C3H10NO3

A 2-piece molecular cluster, C3H10NO3 overall (ωB97M-V with the def2-TZVPD basis set, the OMol25 dataset).

Last column: natural (NBO) charge in e.
Atoms and positions in Å:
C -1.31983 1.42183 0.64708  -0.2300
C -1.63162 0.02336 0.31107  -0.4097
C -0.35810 -0.82408 -0.01469  0.3236
O 0.20019 -0.36698 -1.18344  -0.4320
O 0.50950 -0.82574 1.19192  -0.7467
N -0.39073 1.96373 -0.35733  -0.8476
H -0.98238 1.75803 1.57338  0.2031
H -2.12739 2.01900 0.52535  0.2026
H -2.16199 -0.45728 1.17303  0.2388
H -2.07527 -0.08736 -0.68700  0.2249
H -0.65477 -1.84794 -0.12161  0.2250
H 1.71445 -0.88411 -1.05109  0.4945
H -0.10885 1.31202 -1.07629  0.3851
H -0.27331 2.95603 -0.60973  0.3869
H 1.41234 -0.51889 1.01730  0.5092
H 3.25050 -1.17506 -0.61386  0.4684
O 2.36520 -1.37568 -0.41959  -0.9960

Expectation value of S² ... 0.7560
Multiplicity ... 2
E_HOMO (spin up / spin down) ... -0.332 / -0.321 Eh
Gap between HOMO and LUMO (spin up / spin down) ... 9.92 / 6.11 eV

***

--- x ---
# C3H10NO3

A 2-piece molecular cluster, C3H10NO3 overall (ωB97M-V with the def2-TZVPD basis set, the OMol25 dataset).

Last column: natural (NBO) charge in e.
Atoms and positions in Å:
C 0.25435 -1.01482 0.56074  -0.2621
C -1.24857 -0.87246 0.33770  -0.0875
O -1.70292 -1.54418 -0.83153  -0.7157
N 1.06696 0.13012 0.00626  -0.5636
C 0.71030 0.67103 -1.34168  0.0377
O 0.31297 -0.37500 -2.08412  -0.3634
H 0.65086 -1.95762 0.20222  0.2099
H 0.44937 -0.87336 1.62423  0.2039
H -1.81638 -1.37026 1.11555  0.2028
H -1.45082 0.20162 0.27759  0.1603
H -1.27756 -1.14317 -1.55249  0.4791
H 2.03093 -0.19269 -0.04140  0.3759
H -0.08540 1.38888 -1.20001  0.1450
H 1.64279 1.08537 -1.71509  0.1828
H 0.53936 1.28405 1.59951  0.4763
H -0.28041 2.45218 1.13188  0.4583
O 0.20417 2.13031 1.91065  -0.9395

Expectation value of S² ... 0.7573
Multiplicity ... 2
E_HOMO (spin up / spin down) ... -0.380 / -0.382 Eh
Gap between HOMO and LUMO (spin up / spin down) ... 11.04 / 7.92 eV

***

Most stable structure - x; separation to the second - 11.8 kcal/mol.

***

--- w ---
# C3H2F4

C3H2F4 in the gas phase (ωB97M-V with the def2-TZVPD basis set, the OMol25 dataset).

Last column: natural (NBO) charge in e.
Atoms and positions in Å:
C -1.21975 0.48810 -0.62046  0.2155
C -0.34167 -0.35919 0.29143  0.2086
C 1.12132 -0.16338 0.35366  0.4929
F -2.51004 0.40508 -0.69175  -0.2898
F -1.00372 -1.28779 1.06741  -0.3171
F 1.43001 0.83288 1.27784  -0.3406
F 1.59860 0.16266 -0.81518  -0.3112
H -0.68494 1.09620 -1.45677  0.1911
H 1.61020 -1.17455 0.59381  0.1507

E_HOMO ... -0.351 Eh
Gap between HOMO and LUMO ... 10.14 eV

***

--- x ---
# C3H2F4

C3H2F4 in the gas phase (ωB97M-V with the def2-TZVPD basis set, the OMol25 dataset).

Last column: natural (NBO) charge in e.
Atoms and positions in Å:
C 1.29366 -0.68669 0.21242  0.1946
C 0.38601 0.36797 -0.15668  0.2272
C -1.08543 0.22136 -0.15975  0.5067
F 2.61245 -0.56133 0.44202  -0.3005
F 0.75496 1.61767 -0.17843  -0.2897
F -1.59205 0.64027 0.98824  -0.3227
F -1.74430 -0.95625 -0.40433  -0.3289
H 0.84185 -1.64681 0.19023  0.1802
H -1.46715 1.00380 -0.93372  0.1332

E_HOMO ... -0.368 Eh
Gap between HOMO and LUMO ... 10.89 eV

***

Most stable structure - x; separation to the second - 11.8 kcal/mol.

***

--- w ---
# C5H4OS

C5H4OS in the gas phase (ωB97M-V with the def2-TZVPD basis set, the OMol25 dataset).

Last column: natural (NBO) charge in e.
Atoms and positions in Å:
C 2.02258 -0.53721 0.00711  0.4236
C 0.58620 -0.19243 0.01143  -0.2128
C 0.14203 1.14554 0.02349  -0.2201
C -1.21948 1.21563 0.02865  -0.4071
C -0.41419 -1.12277 0.02398  -0.3831
H 2.29882 -1.62851 0.10631  0.1126
H 0.78350 1.97780 -0.02511  0.2435
H -1.88830 2.06587 0.01837  0.2421
H -0.30992 -2.18897 0.02025  0.2447
O 2.89334 0.29711 -0.03589  -0.5215
S -1.92085 -0.35348 -0.02504  0.4780

E_HOMO ... -0.352 Eh
Gap between HOMO and LUMO ... 10.01 eV

***

--- x ---
# C5H4OS

C5H4OS in the gas phase (ωB97M-V with the def2-TZVPD basis set, the OMol25 dataset).

Last column: natural (NBO) charge in e.
Atoms and positions in Å:
C 1.24254 0.02822 0.06797  -0.1545
C 0.44927 1.22924 0.19031  -0.3135
C -0.88134 1.13219 -0.10014  0.1767
C -0.97453 -1.12349 0.00220  0.1837
C 0.40746 -1.17427 0.12350  -0.3268
H 0.93902 2.25134 0.20304  0.2581
H -1.55313 2.04462 -0.28106  0.2127
H -1.54184 -2.04552 -0.10288  0.2047
H 0.70277 -2.30164 -0.00727  0.2497
O -1.68144 -0.00157 -0.03257  -0.4219
S 2.89121 -0.03912 -0.06309  -0.0688

E_HOMO ... -0.307 Eh
Gap between HOMO and LUMO ... 7.97 eV

***

--- y ---
# C5H4OS

C5H4OS in the gas phase (ωB97M-V with the def2-TZVPD basis set, the OMol25 dataset).

Last column: natural (NBO) charge in e.
Atoms and positions in Å:
C 2.06212 0.74643 0.25908  -0.6636
C 0.72536 0.00518 0.06239  -0.1686
C -0.47536 0.86616 -0.06989  0.4101
C -1.73066 0.21539 0.09884  -0.1199
C -2.57164 -0.61234 0.22488  -0.1066
H 2.13168 1.36794 -0.59183  0.2409
H 1.90895 1.42575 1.15930  0.2353
H 2.99217 0.10444 0.30186  0.2412
H -3.53308 -1.12539 0.06799  0.2497
O -0.35882 2.05166 -0.27074  -0.4654
S 0.70700 -1.59443 -0.13895  0.1467

E_HOMO ... -0.331 Eh
Gap between HOMO and LUMO ... 7.54 eV

***

Most stable structure - w; separation to the second - 32.1 kcal/mol.

***

--- w ---
# C4H8NO

An isolated ion of composition C4H8NO and charge +1 (ωB97M-V with the def2-TZVPD basis set, the OMol25 dataset).

Last column: natural (NBO) charge in e.
Atoms and positions in Å:
C 1.54340 0.27993 -0.22089  0.3087
C 0.55052 1.01316 -0.91137  -0.1939
C -0.44234 -1.23082 -0.63287  -0.4572
C -0.55443 0.42785 1.25262  -0.4460
N 0.13564 -0.08204 0.00145  -0.1917
O 2.73348 -0.03360 0.29092  -0.0469
H 0.24040 1.95047 -0.53192  0.2468
H 0.28834 0.60460 -1.88320  0.2486
H -0.97167 -1.76488 0.18917  0.2484
H -1.25800 -0.83593 -1.29877  0.2408
H 0.11443 -2.07393 -1.04742  0.2831
H -0.75306 -0.40783 1.94357  0.2505
H -0.05758 1.25911 1.76240  0.2565
H -1.56914 0.89391 1.08631  0.2524

Expectation value of S² ... 2.0068
Total charge ... +1
Multiplicity ... 3
E_HOMO (spin up / spin down) ... -0.477 / -0.647 Eh
Gap between HOMO and LUMO (spin up / spin down) ... 9.82 / 9.35 eV

***

--- x ---
# C4H8NO

C4H8NO as an isolated structure (ωB97M-V with the def2-TZVPD basis set, the OMol25 dataset).

Last column: natural (NBO) charge in e.
Atoms and positions in Å:
C 0.44681 3.05669 -1.04795  0.2884
C -0.38251 -1.36930 0.85070  -0.5830
C -0.56267 0.00073 0.19589  -0.4430
C 0.71947 0.72127 -0.23053  0.0740
N 0.47375 1.95438 -0.72666  -0.2964
O 1.49309 -0.06400 -1.62698  -0.1668
H 0.18850 4.14089 -1.16623  0.3029
H -1.31767 -1.75859 1.01422  0.2355
H 0.21313 -1.42502 1.72155  0.2175
H 0.22967 -1.83962 0.10760  0.1974
H -1.23483 0.55554 0.81353  0.2464
H -1.18088 -0.25623 -0.69113  0.2375
H 1.51440 0.76958 0.46656  0.2281
H 2.43069 0.07695 -1.54687  0.4614

Expectation value of S² ... 2.0183
Total charge ... +1
Multiplicity ... 3
E_HOMO (spin up / spin down) ... -0.437 / -0.584 Eh
Gap between HOMO and LUMO (spin up / spin down) ... 7.96 / 7.27 eV

***

Most stable structure - w; separation to the second - 11.6 kcal/mol.

***

--- w ---
# C8H28O6

A 6-piece molecular cluster, C8H28O6 overall (ωB97M-V with the def2-TZVPD basis set, the OMol25 dataset).

Last column: natural (NBO) charge in e.
Atoms and positions in Å:
C 5.96830 10.24274 7.26060  -0.6257
C 6.99248 11.23127 7.55552  0.1012
C 6.47317 12.63170 7.57548  -0.6426
O 7.62172 10.88781 8.91396  -0.7777
H 6.44445 9.28227 7.37700  0.2254
H 5.69579 10.42993 6.19308  0.2163
H 5.11802 10.27791 7.95450  0.2132
H 7.79265 11.04044 6.83027  0.1726
H 6.08960 12.87382 6.60199  0.2245
H 7.28578 13.32720 7.75678  0.2132
H 5.74247 12.72779 8.41325  0.2199
H 7.91173 11.75069 9.26892  0.4820
C 10.62139 12.92514 11.10127  -0.2484
O 9.24521 12.72990 10.95714  -0.7339
H 11.07949 12.27681 11.84296  0.1707
H 11.11248 12.83127 10.14514  0.1645
H 10.80919 14.03029 11.27561  0.1799
H 9.04007 11.80602 11.05280  0.4718
C 13.12713 9.38158 10.97428  -0.2541
O 14.44504 9.48596 10.36302  -0.7291
H 13.04090 8.50907 11.59763  0.1687
H 12.95307 10.30655 11.49536  0.1643
H 12.43777 9.32199 10.13759  0.1901
H 15.09429 9.36345 11.02378  0.4595
C 13.74009 9.43342 5.72850  -0.2506
O 12.72024 9.16078 4.76591  -0.7271
H 13.56045 10.32664 6.30153  0.1543
H 13.81336 8.61908 6.46402  0.1693
H 14.71087 9.58212 5.27365  0.1756
H 12.01918 8.74540 5.34317  0.4782
C 12.14742 6.15290 7.41452  -0.2534
O 11.39944 7.37351 7.48544  -0.7489
H 11.52739 5.28087 7.68980  0.1650
H 12.35543 6.06243 6.34180  0.1838
H 13.07331 6.19177 7.98176  0.1686
H 11.14137 7.61969 8.37440  0.4855
C 10.84831 10.49412 7.47138  -0.2516
O 10.06115 9.67388 8.28692  -0.7669
H 10.78039 10.22120 6.39608  0.1567
H 10.61005 11.57263 7.49434  0.1562
H 11.87718 10.37670 7.69878  0.1764
H 9.17724 10.10508 8.39253  0.5023

E_HOMO ... -0.358 Eh
Gap between HOMO and LUMO ... 10.42 eV

***

--- x ---
# C8H28O6

A 6-piece molecular cluster, C8H28O6 overall (ωB97M-V with the def2-TZVPD basis set, the OMol25 dataset).

Last column: natural (NBO) charge in e.
Atoms and positions in Å:
C -0.44409 3.71254 -1.55291  -0.6335
C 0.35685 3.39065 -0.27269  -0.0702
O -0.11885 2.42362 0.69712  -0.7845
H -0.75227 2.70153 -1.89518  0.2114
H 0.18476 4.19418 -2.29936  0.2139
H -1.27919 4.29531 -1.25858  0.2038
H 0.52620 4.38163 0.19381  0.1498
H 1.30384 3.12390 -0.68724  0.1650
H 0.61643 1.74540 0.68702  0.5152
C 4.00056 -1.71404 0.15364  -0.6350
C 2.91442 -2.76253 0.30108  -0.0628
O 1.65387 -2.09407 0.55295  -0.7903
H 3.68273 -0.94272 -0.57382  0.2182
H 4.89364 -2.19782 -0.26058  0.2156
H 4.14414 -1.33549 1.18064  0.2035
H 3.19827 -3.36805 1.19150  0.1620
H 2.83788 -3.32436 -0.60589  0.1697
H 0.94337 -2.53776 0.03998  0.5185
C 2.81245 1.23217 1.63757  -0.2552
O 1.91364 0.77088 0.57943  -0.7934
H 3.63140 1.87839 1.24991  0.1843
H 2.30931 1.72103 2.44616  0.1822
H 3.14170 0.30297 2.08965  0.1786
H 1.82699 -0.21361 0.52770  0.5292
C -0.93002 -3.52922 1.16223  -0.2559
O -0.74147 -3.02388 -0.15202  -0.7874
H -0.45308 -2.91913 1.92219  0.1756
H -1.98517 -3.59215 1.34759  0.1713
H -0.49864 -4.52985 1.24985  0.1705
H -1.63186 -2.61483 -0.42355  0.5221
C -3.70077 1.76086 0.63986  -0.2387
O -2.71508 1.74919 -0.35718  -0.7806
H -3.96654 2.79722 0.92083  0.1666
H -4.64077 1.25669 0.21557  0.1636
H -3.31875 1.17146 1.36502  0.1628
H -1.87273 2.10826 0.02629  0.5051
C -2.96087 -0.95925 -2.42300  -0.2481
O -2.95652 -1.55487 -1.06774  -0.7753
H -2.02143 -1.29303 -2.82033  0.1832
H -3.91535 -1.41116 -2.95108  0.1780
H -2.98394 0.09924 -2.38019  0.2053
H -3.00505 -0.89930 -0.39624  0.4862

E_HOMO ... -0.363 Eh
Gap between HOMO and LUMO ... 10.69 eV

***

Most stable structure - x; separation to the second - 1.6 kcal/mol.

***

--- w ---
# C13H23BN4O4

C13H23BN4O4 in the gas phase (ωB97M-V with the def2-TZVPD basis set, the OMol25 dataset).

Last column: natural (NBO) charge in e.
Atoms and positions in Å:
O -0.98114 -1.21943 2.27367  -0.6647
N 3.73436 -2.43395 -2.91100  -0.2553
O -0.94586 1.13260 3.95343  -0.9425
O -0.28899 3.54230 4.03213  -0.8891
O -3.00397 -2.07552 2.01564  -0.6650
B -0.32673 2.31869 3.43099  1.1402
C -1.94223 -1.42896 1.53924  0.8042
C 2.52477 -2.26917 -3.37728  -0.0511
C 2.82278 -0.69556 -1.81062  0.1509
C 1.89019 -1.19669 -2.66521  -0.1606
N 3.81544 -1.66539 -1.85254  -0.3327
N -0.12651 -0.27501 -1.46840  -0.4592
N -2.95341 -1.66450 -0.64150  -0.8198
C 2.72562 0.37600 -0.76348  -0.6431
C 0.52134 -0.62378 -2.77969  -0.2249
C 0.57754 2.13098 2.19767  -0.8113
C 0.02725 1.31972 1.07727  -0.4234
C -1.11254 0.76158 -1.50878  -0.2002
C -1.46773 1.44245 0.80035  -0.4116
C -0.50754 -1.34459 -0.55392  -0.2144
C -2.00484 0.60654 -0.25836  -0.2015
C -1.88765 -0.95916 0.04571  0.0205
H -0.86613 0.30023 3.42709  0.5200
H -0.67354 3.57493 4.91422  0.4969
H -2.69683 -2.26379 2.93519  0.5105
H 2.15521 -2.85453 -4.24898  0.2104
H 4.79046 -1.48710 -1.43056  0.3959
H -2.65826 -2.62932 -0.81828  0.3595
H -3.74134 -1.67607 -0.07441  0.3625
H 2.36839 -0.08094 0.17833  0.2361
H 3.75978 0.67754 -0.61721  0.2112
H 2.23357 1.33064 -1.06700  0.2406
H 0.50298 0.30846 -3.32243  0.2077
H -0.18579 -1.20654 -3.39364  0.1851
H 1.63720 1.90636 2.36404  0.2453
H 0.63023 3.21407 2.04872  0.2241
H 0.61464 1.47393 0.16301  0.2181
H 0.34285 0.26808 1.23211  0.2184
H -0.57560 1.70539 -1.58685  0.1929
H -1.67387 0.63414 -2.42649  0.1777
H -2.04257 1.38438 1.71942  0.2094
H -1.63097 2.50080 0.53061  0.2094
H 0.14816 -1.51815 0.27704  0.2049
H -0.52583 -2.25152 -1.16363  0.1907
H -3.00287 0.90984 -0.41562  0.2272

E_HOMO ... -0.299 Eh
Gap between HOMO and LUMO ... 8.63 eV

***

--- x ---
# C13H23BN4O4

C13H23BN4O4 in the gas phase (ωB97M-V with the def2-TZVPD basis set, the OMol25 dataset).

Last column: natural (NBO) charge in e.
Atoms and positions in Å:
O -0.69552 1.57043 -2.94690  -0.6096
N 1.49881 -5.34338 1.63691  -0.2646
O -1.54970 5.53037 0.60147  -0.8990
O -2.89488 5.44463 2.61415  -0.8993
O -1.60103 0.01338 -1.57659  -0.7004
B -2.23102 4.80299 1.56879  1.1334
C -0.56387 0.84035 -1.98717  0.7921
C 2.26682 -4.43671 1.06870  -0.0469
C 0.29555 -4.28943 0.04853  0.1571
C 1.55000 -3.72042 0.07222  -0.1655
N 0.32385 -5.24665 1.03263  -0.3267
N 1.18007 -1.44995 -0.71063  -0.4432
N 1.61292 2.04924 -1.64924  -0.7930
C -0.92995 -3.96752 -0.71915  -0.6471
C 2.10131 -2.58718 -0.68011  -0.2229
C -2.12676 3.22554 1.49356  -0.7703
C -0.80907 2.80821 0.91857  -0.3854
C 0.92466 -0.75996 0.58519  -0.2133
C -0.57956 1.28133 0.93039  -0.3984
C 1.47488 -0.42718 -1.75068  -0.2076
C 0.68035 0.74343 0.25857  -0.2212
C 0.78819 0.87234 -1.28920  -0.0065
H -1.51254 6.48791 0.76279  0.4844
H -2.92179 6.39484 2.64645  0.4856
H -2.35415 0.16185 -2.19133  0.5009
H 3.27708 -4.19167 1.33638  0.2032
H -0.47093 -5.87916 1.17279  0.4025
H 1.69729 2.13195 -2.64733  0.3679
H 1.04339 2.84588 -1.44284  0.3594
H -1.38956 -3.02375 -0.35752  0.2409
H -1.65893 -4.79237 -0.61762  0.2094
H -0.67933 -3.86884 -1.81618  0.2331
H 3.01195 -2.25129 -0.23220  0.1759
H 2.30538 -2.89152 -1.72514  0.2047
H -2.22218 2.82156 2.50398  0.2269
H -2.96019 2.81979 0.90520  0.2314
H -0.74167 3.20577 -0.09930  0.1981
H -0.00101 3.30792 1.48459  0.1984
H 0.03348 -1.22495 1.00466  0.1914
H 1.72770 -0.97124 1.28305  0.1855
H -0.61134 0.96096 2.00199  0.2040
H -1.41710 0.76611 0.46327  0.2165
H 2.55809 -0.28506 -1.91266  0.1918
H 1.02892 -0.79989 -2.69592  0.1989
H 1.54134 1.32133 0.65288  0.2273

E_HOMO ... -0.304 Eh
Gap between HOMO and LUMO ... 8.50 eV

***

Most stable structure - x; separation to the second - 31.6 kcal/mol.